(1)
{"formula": "C24H67F3N5NiO11S", "method": "ωB97M-V with the def2-TZVPD basis set", "s_squared": 2.004, "charge": 1, "spin_multiplicity": 3, "homo_ev": [-10.437, -10.437], "gap_ev": [7.613, 6.914], "elements": ["Ni", "S", "F", "F", "F", "O", "O", "O", "O", "O", "O", "O", "O", "O", "O", "O", "N", "N", "N", "N", "N", "C", "C", "C", "C", "C", "C", "C", "C", "C", "C", "C", "C", "C", "C", "C", "C", "C", "C", "C", "C", "C", "C", "C", "C", "H", "H", "H", "H", "H", "H", "H", "H", "H", "H", "H", "H", "H", "H", "H", "H", "H", "H", "H", "H", "H", "H", "H", "H", "H", "H", "H", "H", "H", "H", "H", "H", "H", "H", "H", "H", "H", "H", "H", "H", "H", "H", "H", "H", "H", "H", "H", "H", "H", "H", "H", "H", "H", "H", "H", "H", "H", "H", "H", "H", "H", "H", "H", "H", "H", "H", "H"], "positions_angstrom": [[-3.3926, 1.0734, 0.4276], [-0.5811, 0.3633, -0.4756], [0.9390, 1.2292, 1.5437], [0.9486, 2.5049, -0.2025], [2.0737, 0.5843, -0.2106], [0.8232, -3.4111, 1.1541], [-4.2844, 1.1309, -1.5583], [-0.5116, 0.4971, -1.8855], [1.2007, -1.3173, 7.5866], [-1.5614, -5.0689, -4.0214], [-3.6791, 4.6209, 2.7015], [-3.6519, -0.9246, 0.7896], [-0.7190, -0.9221, 0.1149], [1.8993, -0.6951, -3.8252], [-1.5517, 1.3851, 0.0597], [5.4116, 0.8394, -4.0303], [-3.2940, 0.9496, 2.4841], [2.8834, 2.3669, -3.7366], [0.7254, -2.6906, -5.7877], [-3.8085, 2.9959, 0.6191], [2.5735, 0.1889, 4.4878], [1.5944, -0.5885, 5.2823], [2.0640, -0.6528, 6.7369], [1.6554, -1.4122, 8.9435], [0.9742, 1.2340, 0.1971], [4.4625, 2.5672, -1.7735], [6.5254, 0.2385, -4.5969], [-2.1006, 4.3373, -0.6565], [-2.4418, -0.2967, 2.8534], [-3.9168, -2.0593, -0.1439], [-3.0682, 5.1866, 1.5337], [-2.7029, 4.0000, 0.6943], [-3.5399, 1.1318, -2.8253], [-2.2588, -0.6288, 4.3823], [1.4168, -1.9634, 4.6196], [-1.2198, -2.0918, -4.5003], [-0.9622, -5.4931, -2.8267], [5.3193, 2.2542, -4.2381], [2.9289, -1.4681, -3.1677], [-3.0933, -1.4101, 2.0711], [-0.7306, -4.5210, -5.0421], [1.7793, -3.7401, 0.1553], [4.2216, 2.7872, -3.2912], [-3.9955, 5.6178, 3.6604], [-0.1411, -3.1650, -4.7291], [-4.3669, 3.1234, 1.4884], [0.6499, -2.6139, 5.0813], [4.2252, 3.8605, -3.4793], [-3.0482, 6.0449, 3.9466], [1.1939, -0.4279, -3.2176], [2.3553, 0.3523, 7.0822], [-1.8144, -2.0106, -5.4126], [5.0324, 2.5760, -5.2508], [-4.3853, 3.2722, -0.1906], [0.3072, -2.6763, 0.8109], [-3.2099, -0.8663, 4.8619], [0.6707, 0.0023, 5.2393], [6.2942, 2.6999, -3.9880], [2.2529, 2.7298, -3.0224], [-4.6317, 6.4169, 3.2237], [-3.7672, 5.9170, 1.1210], [3.0261, -1.1875, 6.7556], [1.4642, -3.3219, -6.0457], [-3.0984, -2.7650, -0.0852], [-0.6906, -4.6383, -2.1826], [-1.3811, -4.4652, -5.9082], [-5.0673, 0.5871, -1.7520], [7.4796, 0.5694, -4.1507], [0.9445, -1.9247, 9.6024], [6.4118, -0.8192, -4.3628], [-4.8533, -2.5590, 0.1441], [2.5842, -1.9753, 9.0230], [-4.5950, 5.2229, 4.4606], [-4.1632, 0.7868, 2.9700], [0.0479, -5.2580, -5.3209], [3.7700, 3.2307, -1.2270], [-1.5688, -1.4640, 4.5023], [1.2648, -3.6707, -0.8123], [-1.9056, 3.4725, 1.2074], [2.6559, -1.7167, -2.1373], [-2.3621, -2.2110, 1.9590], [-1.4964, -0.1568, 2.3326], [2.5315, -2.9428, 0.2002], [6.5376, 0.3391, -5.6823], [-2.8112, 4.9043, -1.2722], [-4.0147, -1.7179, -1.1584], [-1.1792, 4.9126, -0.5489], [1.1801, -1.8387, -5.4605], [1.7507, -0.4014, 9.3751], [4.4285, 1.4999, -1.5974], [-3.2276, 0.1142, -3.0449], [-2.2065, 5.7961, 1.8059], [-1.8193, 3.3808, -1.1197], [-2.5983, 1.6747, -2.8927], [1.0640, -1.7929, 3.5968], [5.4547, 2.8127, -1.3766], [2.2550, -4.7041, 0.2560], [3.8372, -0.8879, -2.9782], [-0.0246, -6.0256, -3.0125], [3.1350, -2.3563, -3.7526], [-0.7333, -1.1601, -4.2527], [-1.8322, 0.2226, 4.9201], [-4.1858, 1.4351, -3.6446], [-1.6452, -6.1027, -2.2583], [0.4549, -3.2673, -3.7986], [2.3795, -2.4962, 4.6065], [-2.7696, 1.7321, 2.8746], [2.8599, 1.3513, -3.5993], [3.4251, -0.3501, 4.4008], [-3.8778, -1.8243, 2.6995], [2.1253, 0.2849, 3.5861], [-1.9322, -2.2920, -3.7111]], "lowdin_charge": [0.69, 0.55, 0.12, 0.14, 0.14, -0.14, -0.15, -0.25, -0.18, -0.19, -0.23, -0.27, -0.25, -0.15, -0.38, -0.21, 0.05, 0.06, 0.05, 0.02, 0.04, -0.42, -0.25, -0.09, -0.61, -0.06, -0.13, -0.03, -0.32, 0.01, -0.17, -0.39, -0.06, -0.01, -0.06, -0.05, -0.12, -0.18, -0.10, -0.15, -0.19, -0.14, -0.43, -0.08, -0.45, 0.11, 0.08, 0.12, 0.09, 0.04, 0.13, 0.09, 0.13, 0.12, 0.02, 0.08, 0.12, 0.12, 0.06, 0.10, 0.14, 0.13, 0.07, 0.09, 0.07, 0.13, 0.12, 0.09, 0.09, 0.08, 0.11, 0.09, 0.09, 0.11, 0.13, 0.07, 0.08, 0.06, 0.13, 0.06, 0.14, 0.11, 0.08, 0.09, 0.10, 0.08, 0.10, 0.05, 0.09, 0.06, 0.07, 0.14, 0.06, 0.08, 0.06, 0.08, 0.08, 0.06, 0.09, 0.08, 0.05, 0.08, 0.10, 0.08, 0.12, 0.09, 0.11, 0.04, 0.07, 0.14, 0.04, 0.06]}

(2)
{"formula": "C24H67N5O7", "method": "ωB97M-V with the def2-TZVPD basis set", "charge": 0, "spin_multiplicity": 1, "smiles": "COC[C@H](C)N.COC[C@H](C)N.COC[C@H](C)N.COC[C@H](C)N.COC[C@H](C)N.CCO.CCO", "de_lowest_kcal_mol": 0.0, "homo_ev": -8.617, "gap_ev": 9.074, "elements": ["O", "O", "O", "O", "O", "O", "O", "N", "N", "N", "N", "N", "C", "C", "C", "C", "C", "C", "C", "C", "C", "C", "C", "C", "C", "C", "C", "C", "C", "C", "C", "C", "C", "C", "C", "C", "H", "H", "H", "H", "H", "H", "H", "H", "H", "H", "H", "H", "H", "H", "H", "H", "H", "H", "H", "H", "H", "H", "H", "H", "H", "H", "H", "H", "H", "H", "H", "H", "H", "H", "H", "H", "H", "H", "H", "H", "H", "H", "H", "H", "H", "H", "H", "H", "H", "H", "H", "H", "H", "H", "H", "H", "H", "H", "H", "H", "H", "H", "H", "H", "H", "H", "H"], "positions_angstrom": [[7.9301, 5.1343, 16.4396], [7.1981, 2.9073, 11.4417], [9.1175, -1.6918, 8.7404], [6.7423, 6.5145, 9.0905], [11.4836, 1.1001, 13.4420], [11.7139, -0.6275, 8.6615], [1.6516, 3.2137, 12.1047], [9.7665, -4.8846, 7.0655], [4.7150, 5.8522, 11.0523], [12.3003, 4.5434, 12.4029], [9.1125, 5.0189, 12.9412], [4.3815, 2.8486, 11.6979], [2.0446, 2.1123, 11.3208], [8.6637, -1.3203, 10.0347], [11.7679, 0.8047, 8.6520], [9.1891, 5.1426, 14.4088], [7.4885, 2.9767, 10.0553], [0.4122, 3.0200, 12.7381], [7.7118, 6.2163, 8.1242], [3.3884, 2.4319, 10.6794], [10.1888, 0.8439, 12.9480], [11.0262, 1.3576, 7.4538], [10.1280, 6.2595, 14.8222], [3.9123, 1.2204, 9.9270], [11.7900, 2.4679, 13.5837], [9.9690, -3.4618, 7.3970], [8.9362, -3.0549, 8.4128], [13.7042, 2.5785, 11.9634], [8.9464, 3.3390, 9.8185], [5.4485, 6.1266, 8.6962], [6.7333, 5.4135, 17.1154], [7.8115, 5.2981, 15.0435], [4.4114, 8.0264, 10.0006], [9.8571, -2.6400, 6.1235], [4.4575, 6.5269, 9.7746], [12.3184, 3.0817, 12.3213], [6.2249, 2.8814, 11.5336], [11.5954, 1.1362, 6.5479], [6.8755, 3.7407, 9.5636], [7.3276, 1.9862, 9.6061], [2.1074, 1.1971, 11.9346], [7.9121, -3.2241, 8.0504], [9.0856, 3.4603, 8.7415], [4.0599, 8.5561, 9.1099], [4.8576, 1.4968, 9.4518], [5.1840, 6.5999, 7.7354], [10.1416, 0.9224, 11.8586], [10.6022, -2.9670, 5.3957], [8.2120, -0.3284, 9.9697], [6.8919, 5.2010, 18.1697], [14.1736, 3.2170, 11.2155], [-0.3062, 2.5409, 12.0604], [0.5215, 2.3634, 13.6118], [9.7363, 7.2408, 14.5210], [12.8236, 1.0633, 8.6031], [10.5386, -5.2168, 6.5010], [7.1119, 4.5700, 14.6086], [3.1979, 3.2497, 9.9790], [8.7027, 6.2760, 8.5762], [10.9734, -3.2720, 7.7999], [5.3871, 5.0385, 8.5304], [4.8241, 4.8508, 10.9129], [9.4900, -1.2731, 10.7513], [8.5080, 4.2263, 12.7316], [11.3528, 4.9135, 12.4553], [5.9006, 4.8038, 16.7446], [4.0937, 0.3721, 10.5860], [9.9699, -1.5721, 6.2945], [7.6933, 6.9214, 7.2821], [10.9476, 2.4481, 7.4999], [5.6202, 6.1412, 11.4163], [1.2896, 1.9461, 10.5354], [9.7769, -5.4338, 7.9189], [10.2312, 6.2973, 15.9059], [13.6818, 1.5449, 11.6211], [11.3423, 1.1654, 9.5941], [10.0302, 0.9287, 7.3430], [9.2484, 4.2657, 10.3122], [12.7259, 4.9259, 11.5678], [9.6078, 4.2179, 14.8192], [9.8961, -0.1491, 13.2909], [9.6509, 2.5820, 10.1628], [14.3454, 2.5838, 12.8534], [0.0357, 3.9903, 13.0449], [5.4017, 8.4305, 10.2134], [7.9125, -2.0202, 10.4086], [6.4694, 6.4747, 17.0008], [7.5953, 5.2003, 7.7231], [3.4629, 6.1946, 9.4552], [3.2332, 0.9522, 9.1179], [12.5481, 2.5463, 14.3743], [7.4364, 6.3181, 14.8404], [8.6341, 5.8555, 12.6125], [3.9298, 3.5264, 12.3190], [9.4437, 1.5428, 13.3548], [4.3913, 2.0475, 12.3436], [3.7182, 8.2527, 10.8084], [11.1116, 6.1380, 14.3711], [9.0222, -3.6846, 9.3140], [8.8729, -2.8093, 5.6723], [10.8259, -0.8821, 8.9438], [10.9276, 3.0183, 13.9712], [11.6424, 2.7646, 11.4999]], "lowdin_charge": [-0.19, -0.11, -0.22, -0.19, -0.17, -0.09, -0.19, 0.03, 0.06, 0.05, 0.06, 0.03, -0.22, -0.08, -0.30, -0.44, -0.31, -0.11, -0.12, -0.41, -0.10, -0.09, -0.05, -0.05, -0.21, -0.44, -0.21, -0.05, -0.08, -0.23, -0.12, -0.22, -0.07, -0.06, -0.43, -0.45, 0.02, 0.08, 0.08, 0.10, 0.14, 0.14, 0.06, 0.08, 0.07, 0.13, 0.06, 0.08, 0.08, 0.09, 0.07, 0.09, 0.09, 0.08, 0.11, 0.07, 0.13, 0.14, 0.09, 0.14, 0.11, 0.02, 0.09, 0.04, 0.03, 0.09, 0.08, 0.06, 0.09, 0.06, 0.07, 0.13, 0.07, 0.08, 0.08, 0.08, 0.07, 0.07, 0.06, 0.12, 0.09, 0.04, 0.08, 0.09, 0.08, 0.09, 0.09, 0.08, 0.14, 0.08, 0.13, 0.13, 0.08, 0.09, 0.09, 0.11, 0.08, 0.06, 0.13, 0.08, 0.03, 0.09, 0.11]}

no.,maximum force (hartree/bohr),total energy (a.u.)
1,0.0571,-4261.82237
2,0.0303,-1754.97603